{
  "formula": "C30H75BF14N11O28S10",
  "method": "wB97M-V/def2-TZVPD",
  "multiplicity": 1,
  "energy_ev": -253117.6723,
  "homo_lumo_gap_ev": 6.997,
  "fmax_ev_per_a": 5.54,
  "e_lumo_ev": 0.62,
  "charge": -1,
  "elements": ["C", "C", "N", "C", "C", "N", "C", "C", "H", "H", "H", "H", "H", "H", "H", "H", "H", "H", "H", "C", "O", "C", "C", "N", "H", "H", "C", "C", "O", "C", "H", "H", "H", "H", "H", "H", "H", "H", "H", "H", "H", "H", "H", "H", "C", "O", "C", "C", "N", "H", "H", "C", "C", "O", "C", "H", "H", "H", "H", "H", "H", "H", "H", "H", "H", "H", "H", "H", "H", "C", "O", "C", "C", "N", "H", "H", "C", "C", "O", "C", "H", "H", "H", "H", "H", "H", "H", "H", "H", "H", "H", "H", "H", "H", "C", "O", "C", "C", "N", "H", "H", "C", "C", "O", "C", "H", "H", "H", "H", "H", "H", "H", "H", "H", "H", "H", "H", "H", "H", "N", "S", "O", "O", "F", "S", "O", "O", "F", "N", "S", "O", "O", "F", "S", "O", "O", "F", "N", "S", "O", "O", "F", "S", "O", "O", "F", "N", "S", "O", "O", "F", "S", "O", "O", "F", "N", "S", "O", "O", "F", "S", "O", "O", "F", "B", "F", "F", "F", "F"],
  "xyz": [[-1.2061, 1.2992, 3.2408], [-0.7456, 1.2990, 1.8268], [-0.9040, 0.0094, 1.1823], [-1.9809, -0.3928, 0.4330], [-1.7267, -1.6531, 0.0842], [-0.5140, -1.9890, 0.5867], [0.0099, -0.9387, 1.1997], [0.2990, -3.1360, 0.2026], [-1.4575, 2.3206, 3.5210], [-0.5217, 0.8683, 3.9707], [-2.0708, 0.6419, 3.3931], [0.3099, 1.5420, 1.7288], [-1.2718, 2.0570, 1.2506], [-2.8168, 0.2583, 0.2646], [-2.3292, -2.3511, -0.4771], [0.9905, -0.9023, 1.6382], [1.3252, -2.8318, 0.3120], [-0.0048, -3.4600, -0.7968], [0.0234, -4.0492, 0.7285], [-0.1904, -6.3153, -4.1780], [1.2391, -6.3121, -4.1239], [1.6396, -5.8800, -2.8583], [3.1333, -5.7182, -2.8733], [3.6270, -5.0688, -4.1450], [4.6496, -5.1170, -4.1632], [3.3501, -5.6765, -4.9436], [3.1463, -3.7018, -4.5524], [3.0674, -3.5472, -6.0472], [2.3120, -4.5649, -6.5729], [2.2382, -4.5565, -7.9611], [-0.4077, -6.3448, -5.2500], [-0.6116, -5.3929, -3.7916], [-0.6000, -7.2068, -3.7093], [1.4909, -6.6930, -2.1283], [1.1053, -4.9874, -2.5254], [3.7442, -6.6199, -2.7828], [3.5373, -5.1475, -2.0306], [3.8920, -3.0547, -4.1036], [2.1579, -3.5428, -4.1262], [4.1185, -3.6395, -6.3884], [2.6785, -2.5613, -6.3027], [1.8057, -3.6195, -8.3300], [1.5270, -5.3210, -8.2747], [3.1977, -4.7992, -8.4260], [4.7378, 0.2186, 2.0128], [5.2700, 1.0751, 0.9978], [4.6912, 2.3590, 1.0530], [5.1214, 3.2440, -0.0803], [5.2165, 2.5323, -1.3911], [4.2676, 2.2532, -1.7251], [5.5949, 3.1396, -2.1252], [6.0316, 1.3048, -1.5008], [7.3987, 1.5383, -0.9295], [7.9015, 2.6991, -1.5482], [9.2432, 2.9650, -1.1800], [4.7731, 0.7421, 2.9730], [5.3222, -0.6923, 1.9865], [3.6898, -0.0306, 1.8124], [4.9451, 2.8310, 2.0106], [3.6088, 2.2115, 1.0350], [6.1365, 3.5877, 0.1017], [4.3899, 4.0414, -0.1235], [6.1617, 1.1328, -2.5706], [5.5106, 0.4795, -1.0444], [8.0847, 0.7028, -1.0851], [7.2746, 1.7183, 0.1478], [9.5795, 3.8469, -1.7176], [9.8987, 2.1417, -1.5033], [9.3300, 3.0950, -0.0968], [-0.5531, -2.1281, -5.2955], [-1.5827, -1.2188, -5.0511], [-1.4011, -0.3522, -3.9771], [-2.7652, -0.1902, -3.3971], [-3.6609, 0.6598, -4.2342], [-3.6429, 1.6085, -3.7841], [-3.2760, 0.8323, -5.1689], [-5.1694, 0.3001, -4.3067], [-5.6825, 0.1784, -2.8795], [-5.4863, -1.2252, -2.5350], [-5.6411, -1.5089, -1.1613], [-0.4506, -2.7968, -4.4401], [0.4251, -1.6867, -5.5297], [-0.8144, -2.7752, -6.1353], [-1.0131, 0.6273, -4.2729], [-0.8197, -0.7609, -3.1528], [-2.7389, 0.3555, -2.4551], [-3.2122, -1.1709, -3.2992], [-5.2042, -0.6229, -4.8718], [-5.4792, 1.2188, -4.8079], [-6.7394, 0.4428, -2.7789], [-5.0261, 0.7061, -2.1659], [-6.6024, -1.2159, -0.6958], [-4.9203, -1.0386, -0.4713], [-5.6283, -2.5895, -1.0364], [-1.3619, 2.1888, 7.0350], [-2.4197, 2.7979, 6.2489], [-3.5758, 2.9867, 6.9200], [-4.6416, 3.2565, 5.8879], [-4.0977, 4.2140, 4.8903], [-3.1660, 3.8853, 4.5639], [-4.6582, 4.3203, 4.0346], [-3.8498, 5.5852, 5.4223], [-3.2857, 6.4505, 4.3267], [-2.2133, 5.7815, 3.7520], [-2.1844, 5.8480, 2.3367], [-0.4248, 2.3148, 6.5024], [-1.5373, 1.1693, 7.3714], [-1.3082, 2.8806, 7.8987], [-3.5290, 3.8430, 7.6190], [-3.8455, 2.1312, 7.5456], [-5.6492, 3.5067, 6.1858], [-4.6768, 2.3341, 5.3039], [-2.9961, 5.4001, 6.0821], [-4.6657, 5.9708, 6.0175], [-2.9281, 7.3896, 4.7600], [-4.0716, 6.6966, 3.5988], [-3.1240, 5.5057, 1.8799], [-1.4535, 5.1558, 1.9102], [-1.8822, 6.8359, 1.9736], [0.4575, -4.2466, 3.4549], [1.1640, -3.1870, 4.4025], [1.5946, -2.0035, 3.7143], [1.9602, -3.6518, 5.4882], [-0.1467, -2.7172, 5.2101], [1.7520, -5.0489, 2.8839], [2.3982, -5.9584, 3.7607], [2.5640, -4.3726, 1.9269], [0.8876, -6.0660, 2.0000], [-3.7310, 3.2176, -2.8434], [-2.8487, 3.6231, -1.5886], [-2.6107, 2.6064, -0.6056], [-2.8802, 4.9745, -1.1343], [-1.4120, 3.6286, -2.3583], [-5.1883, 3.9108, -2.3346], [-5.3614, 5.2466, -2.7742], [-5.6961, 3.5042, -1.0779], [-6.0818, 3.1391, -3.4233], [2.8657, 0.9822, -2.3640], [2.6987, -0.5948, -2.2437], [1.7809, -1.1819, -3.1768], [2.9919, -1.2714, -1.0230], [4.0738, -0.8617, -3.1520], [1.6052, 1.5119, -1.4120], [1.8128, 1.3674, -0.0135], [0.2606, 1.3727, -1.8412], [1.7739, 3.0889, -1.5839], [-6.3901, -1.7302, 3.8138], [-5.3798, -0.4670, 3.5318], [-5.1266, -0.2379, 2.1501], [-4.2997, -0.2151, 4.4168], [-6.4391, 0.7018, 3.7942], [-5.5037, -2.9327, 3.2528], [-4.2914, -3.1672, 3.9904], [-5.5749, -3.2092, 1.8613], [-6.3874, -4.1510, 3.9072], [3.1801, 4.3282, 4.4105], [2.3242, 3.0852, 3.7499], [1.4788, 2.3383, 4.6162], [2.8766, 2.4567, 2.5904], [1.2315, 4.1010, 3.1224], [4.5846, 3.6247, 4.6037], [5.5357, 3.7895, 3.5384], [4.6261, 2.4152, 5.3652], [5.1686, 4.6976, 5.7027], [-1.8551, -4.5677, -1.5435], [-0.9852, -5.7121, -1.2997], [-2.6289, -4.3184, -0.3903], [-0.9821, -3.4316, -1.7586], [-2.6510, -4.8483, -2.6903]],
  "atomic_forces_ev_per_a": [[-0.806, -0.709, 1.206], [0.744, 0.386, -0.521], [0.137, 1.322, -0.165], [-0.215, 0.797, 0.750], [-1.186, -0.961, -0.803], [1.245, -0.487, -0.560], [-0.443, -0.533, 0.287], [0.232, -0.919, 0.580], [0.038, 0.034, 0.304], [0.532, 0.340, -0.242], [-0.342, 0.433, -0.373], [0.061, 0.117, 0.203], [-0.168, -0.250, -0.192], [-0.112, -0.006, 0.091], [0.150, 0.311, 0.360], [-0.014, 0.023, 0.214], [0.327, -0.354, 0.246], [1.936, 0.984, 1.370], [0.246, 0.403, 0.883], [0.121, -0.144, -1.516], [-0.135, 0.346, 0.044], [0.617, -1.015, 0.739], [1.354, 0.737, 0.380], [-0.082, -1.040, -1.710], [-0.215, 0.317, 0.188], [-0.348, 0.046, 0.622], [-0.279, 0.078, 1.124], [1.747, 0.098, 0.348], [-0.660, -0.885, 0.476], [-0.670, -0.249, -0.888], [-0.176, -0.129, 0.105], [-0.054, -0.109, 0.330], [-0.087, 0.171, 0.324], [-0.437, 0.475, 0.186], [0.055, 0.003, 0.008], [-0.600, -0.421, -0.422], [-0.558, 0.423, -0.089], [-0.424, 0.677, -0.089], [0.143, -0.021, 0.335], [-0.188, 0.306, -0.475], [0.050, 0.184, 0.076], [0.417, 0.159, -0.029], [0.081, -0.154, 0.231], [0.111, 0.318, -0.039], [-0.336, 0.414, -0.117], [0.582, -0.445, -0.008], [-0.741, -0.730, -0.193], [1.223, -0.590, 0.533], [-1.392, 0.204, -1.117], [0.433, 0.049, 0.267], [-0.137, 0.287, 0.506], [0.837, -0.679, -0.731], [-0.134, 0.384, 0.970], [0.338, 0.374, -0.443], [0.057, -0.337, -0.217], [0.189, -0.372, 0.071], [0.140, -0.069, 0.216], [0.093, 0.066, -0.075], [-0.025, 0.045, -0.819], [0.777, 0.268, -0.770], [-0.079, 0.530, -0.046], [0.153, 0.302, -0.414], [-0.294, -0.063, -0.080], [0.016, -0.075, 0.107], [-0.214, -0.234, -0.055], [0.354, -0.271, -0.102], [-0.163, 0.194, 0.140], [-0.129, 0.003, 0.192], [0.067, 0.090, -0.061], [0.531, -0.926, -0.024], [0.004, -0.008, -1.207], [-0.499, 0.353, 0.716], [-0.447, 0.339, 0.573], [-0.436, 0.851, -0.091], [-0.047, -0.336, -0.179], [-0.169, -0.554, 0.109], [2.033, 1.292, 0.460], [0.736, -2.098, 0.585], [-0.461, 1.010, -0.491], [-0.680, -0.214, 1.388], [0.228, 0.005, 0.250], [-0.176, 0.326, 0.190], [-0.313, 0.263, -0.075], [0.446, -0.077, -0.079], [0.505, -0.140, -0.206], [0.216, -0.432, 0.325], [-0.179, -0.059, 0.249], [-0.525, -0.024, -0.082], [-0.959, -0.574, -0.176], [0.203, 0.209, 0.018], [-0.604, 0.575, -0.313], [-0.027, 0.215, -0.749], [0.321, -0.123, -0.580], [0.435, 0.017, -0.101], [-0.167, 2.026, 0.655], [1.788, -1.043, -1.125], [-1.419, 0.795, 1.733], [0.422, -1.745, -1.493], [-0.101, 1.233, -0.656], [-0.349, -0.109, 0.283], [-0.173, -0.558, 0.366], [1.871, -0.654, 0.639], [-0.667, 0.899, -0.065], [0.199, -0.753, -0.309], [0.313, -0.354, -1.078], [-0.120, -0.326, -0.343], [-0.331, -0.057, -0.373], [0.329, -0.662, 0.132], [0.262, -0.027, 0.078], [-0.279, -0.164, -0.198], [0.026, 0.373, 0.356], [-0.451, -0.205, 0.070], [-0.232, 0.258, 0.323], [-0.391, 0.052, -0.289], [-0.229, 0.105, 0.074], [0.139, -0.031, -0.130], [-0.101, 0.448, 0.191], [0.194, -0.032, 0.655], [-0.376, 0.054, 0.137], [2.385, -0.373, 0.068], [-1.840, 2.214, 1.977], [0.061, -0.032, -0.146], [0.636, -0.480, -0.322], [0.128, -0.058, -0.784], [-1.652, -2.361, -1.284], [0.402, 0.119, 0.791], [0.222, 0.631, -0.135], [-0.070, 0.357, -0.254], [-2.321, 1.274, 1.826], [5.495, -0.480, 0.467], [-1.020, -0.033, -0.365], [-1.246, 0.202, 0.042], [-0.966, -0.247, -0.097], [-1.019, -0.105, -3.000], [0.439, 0.401, 0.306], [0.364, -0.419, 0.478], [0.198, -0.476, 0.260], [-2.495, 0.514, 1.828], [2.804, -2.572, -3.006], [-0.802, 0.414, 0.812], [-0.434, 0.812, -0.056], [-0.090, 0.198, 0.759], [-1.000, 2.859, 1.174], [0.857, -0.848, 0.061], [0.033, -1.331, -1.202], [1.111, -0.212, -0.663], [1.988, 1.722, -0.544], [-1.958, 0.508, -0.835], [0.543, -0.285, -0.844], [0.045, 0.134, 1.040], [-0.190, 0.025, 0.883], [-0.110, -4.193, 2.184], [-0.043, 0.985, -0.987], [-0.046, 0.537, -0.353], [-0.270, 0.956, -0.603], [-0.107, -2.722, -0.884], [-3.285, 2.476, -0.334], [0.757, -0.319, 0.575], [-0.822, 0.128, 1.974], [0.207, -0.162, -0.238], [3.093, 2.072, 2.796], [-0.427, -0.044, 0.063], [-0.518, -0.312, -0.701], [-0.536, -0.407, -0.796], [-0.238, -1.640, 0.534], [-0.670, 1.129, -0.343], [0.443, -0.232, -1.133], [-2.769, -0.777, -3.552], [0.681, 0.600, 0.764]],
  "lowdin_charge": [-0.05, -0.17, -0.02, -0.01, -0.01, 0.00, -0.02, 0.01, 0.06, 0.08, 0.08, 0.10, 0.11, 0.11, 0.12, 0.15, 0.07, 0.02, 0.09, -0.06, -0.18, -0.22, -0.07, 0.06, 0.18, 0.17, -0.08, -0.23, -0.18, -0.10, 0.09, 0.07, 0.10, 0.15, 0.12, 0.13, 0.15, 0.12, 0.12, 0.14, 0.14, 0.10, 0.10, 0.09, -0.03, -0.22, -0.25, -0.05, 0.07, 0.12, 0.18, -0.12, -0.21, -0.20, -0.09, 0.09, 0.10, 0.09, 0.08, 0.07, 0.13, 0.15, 0.14, 0.12, 0.14, 0.13, 0.09, 0.09, 0.10, -0.10, -0.16, -0.22, -0.10, 0.05, 0.09, 0.17, -0.05, -0.17, -0.21, -0.10, 0.08, 0.08, 0.09, 0.14, 0.11, 0.12, 0.14, 0.14, 0.12, 0.14, 0.12, 0.10, 0.08, 0.09, -0.01, -0.19, -0.28, -0.07, 0.06, 0.17, 0.19, -0.10, -0.23, -0.17, -0.07, 0.08, 0.10, 0.10, 0.13, 0.15, 0.14, 0.12, 0.13, 0.14, 0.14, 0.13, 0.09, 0.09, 0.10, -0.26, 0.46, -0.31, -0.28, -0.20, 0.46, -0.28, -0.30, -0.21, -0.29, 0.47, -0.28, -0.27, -0.21, 0.52, -0.26, -0.25, -0.20, -0.29, 0.51, -0.28, -0.24, -0.26, 0.51, -0.26, -0.25, -0.17, -0.29, 0.47, -0.30, -0.29, -0.22, 0.48, -0.28, -0.28, -0.24, -0.27, 0.55, -0.26, -0.32, -0.22, 0.49, -0.30, -0.27, -0.23, -1.12, 0.06, 0.12, 0.03, 0.09]
}

{
  "formula": "H2N2O3S",
  "method": "wB97M-V/def2-TZVPD",
  "multiplicity": 1,
  "energy_ev": -19983.0271,
  "homo_lumo_gap_ev": [8.781, 7.784],
  "fmax_ev_per_a": 3.40,
  "de_lowest_ev": 4.8627,
  "e_lumo_ev": [-0.70, -0.98],
  "charge": 0,
  "elements": ["N", "N", "O", "O", "O", "S", "H", "H"],
  "xyz": [[0.4171, -1.9183, -0.6599], [-0.1577, 0.0568, 0.0498], [-0.1487, -2.5507, -1.4853], [1.3346, -2.1935, -0.0047], [-1.3083, -0.4022, 0.7182], [1.0656, 0.2836, 1.0380], [-2.0276, -0.4941, -0.0523], [1.5987, 1.5069, 0.3881]],
  "atomic_forces_ev_per_a": [[-1.058, 1.228, -0.536], [-2.147, -0.668, -1.849], [-0.946, -0.241, -0.803], [2.240, -0.928, 1.402], [-1.497, -0.076, -2.169], [1.916, 2.448, 0.764], [2.452, 0.388, 2.319], [-0.960, -2.151, 0.871]],
  "lowdin_charge": [-0.34, -0.53, 0.08, 0.01, -0.18, 0.82, 0.17, -0.03]
}